Entry 1:
A molecular structure, C26H32IrNO5S, computed with ωB97M-V with the def2-TZVPD basis set.

Geometry as XYZ:
```
66
Properties=species:S:1:pos:R:3:forces:R:3
O -0.271 -0.776 -4.425 -0.2 0.6 -2.0
C -0.269 0.596 -4.950 0.1 0.2 0.5
C -0.299 0.155 -6.419 0.1 -0.1 0.9
H 0.650 1.139 -4.676 -0.4 -0.2 0.2
H -1.171 1.105 -4.583 0.4 0.1 -0.2
C -0.247 -1.267 -5.797 -0.1 -0.1 -0.9
H 0.597 0.445 -6.987 -0.5 -0.1 0.0
H -1.254 0.420 -6.898 0.6 -0.2 -0.2
C 1.021 -2.040 -6.068 0.2 -0.2 -0.1
H 1.911 -1.435 -5.871 -0.1 -0.1 0.2
H 1.065 -2.344 -7.120 -0.1 0.0 0.1
H 1.031 -2.947 -5.449 0.2 0.2 -0.1
C -1.455 -2.086 -6.172 -0.3 -0.3 0.0
H -2.389 -1.539 -6.012 0.1 -0.1 0.1
H -1.476 -3.023 -5.608 -0.1 0.0 0.0
H -1.405 -2.336 -7.240 0.0 0.0 0.2
Ir -0.860 -1.140 1.970 2.4 1.9 1.8
C -2.754 -1.453 2.928 -1.5 -0.3 -0.6
C -2.580 -0.040 3.075 -0.3 0.3 -0.7
C -2.379 0.538 1.787 -1.8 0.4 0.1
H -2.577 0.472 4.028 0.4 -0.1 -0.2
C -2.531 -0.511 0.804 -0.1 0.1 0.0
C -2.769 -1.745 1.509 -2.4 0.0 0.5
H -2.976 -2.705 1.057 0.0 0.1 0.1
H -2.852 -2.177 3.730 -0.1 0.2 -0.1
H -2.188 1.587 1.578 0.1 -0.4 0.1
H -2.524 -0.404 -0.273 0.0 0.0 0.3
C 0.606 -2.622 3.138 -0.4 0.1 -0.3
C -0.348 -3.224 2.268 1.0 -1.9 -0.5
C -0.097 -2.741 0.924 0.7 -0.9 -0.3
H -1.119 -3.938 2.557 0.3 0.2 -0.1
C 1.007 -1.803 1.018 0.3 0.2 -0.1
C 1.430 -1.757 2.375 1.7 -1.4 0.0
H 2.265 -1.177 2.757 -0.4 -0.1 -0.2
H 0.663 -2.784 4.210 -0.1 0.2 -0.3
H -0.592 -3.052 0.003 0.3 0.0 0.3
H 1.506 -1.274 0.211 -0.1 -0.3 0.3
O 1.614 0.437 -2.085 -1.6 1.3 0.3
C 0.325 -0.193 -1.857 0.2 -1.2 0.4
C -0.782 0.870 -1.823 0.2 0.1 0.4
H 0.322 -0.755 -0.904 0.0 0.7 -0.5
H 0.157 -0.939 -2.637 0.3 0.4 0.4
C -0.049 2.196 -2.037 0.1 -0.3 -0.5
H -1.230 0.908 -0.825 0.0 -0.1 -0.3
H -1.544 0.632 -2.566 -0.1 0.2 0.1
C 1.362 1.805 -1.618 0.3 -0.5 0.9
H -0.445 2.999 -1.408 0.1 -0.1 -0.1
H -0.108 2.481 -3.085 0.1 0.3 0.0
H 1.320 1.767 -0.504 0.5 0.2 -0.6
H 2.164 2.471 -1.954 -0.1 -0.3 0.0
O -0.298 -0.654 5.212 0.6 1.3 -0.4
C 0.206 0.270 4.563 -0.4 -0.7 -1.2
N 0.174 0.355 3.179 0.3 0.7 0.0
S 1.028 1.622 2.484 -1.1 -1.3 1.9
O 2.205 1.138 1.798 -0.5 0.4 0.1
O 0.119 2.516 1.801 0.7 -0.3 0.0
C 1.459 2.228 4.083 -2.2 -3.1 1.1
C 2.264 3.334 4.363 1.7 2.3 -1.4
C 2.492 3.679 5.705 -0.6 -0.9 3.7
C 1.963 2.879 6.737 3.1 4.7 -0.8
C 1.213 1.735 6.440 -1.9 -3.0 0.8
C 0.946 1.432 5.098 0.8 1.1 -2.9
H 2.691 3.893 3.533 0.0 0.0 0.3
H 3.080 4.570 5.947 -0.3 -0.4 0.0
H 2.156 3.151 7.779 -0.1 0.0 -0.4
H 0.824 1.058 7.204 0.2 0.3 -0.2
```
Positions in Å, forces in eV/Å.

Properties
E_tot, eV: -52872.4752
Frontier orbital gap (spin up / spin down), eV: 5.43 / 5.23
Multiplicity: 5
Energy relative to the best compared isomer or geometry (same formula, charge and spin), kJ/mol: 93.7

Entry 2:
A molecular structure, C26H32MnNO4S2, computed with ωB97M-V with the def2-TZVPD basis set.

Geometry as XYZ:
```
66
Properties=species:S:1:pos:R:3:forces:R:3
O -2.523 -1.507 -0.212 0.2 0.5 0.5
C -3.820 -1.027 0.253 0.4 -0.2 -0.1
C -4.106 -2.371 0.905 0.2 -0.6 -0.3
H -4.485 -0.734 -0.568 0.2 0.0 0.2
H -3.673 -0.203 0.959 -0.2 0.1 -0.1
C -2.680 -2.769 0.512 -0.2 0.2 0.0
H -4.777 -2.986 0.326 0.1 0.3 0.4
H -4.361 -2.346 1.964 0.0 -0.2 0.0
C -2.542 -3.846 -0.544 0.0 0.0 0.1
H -3.160 -3.556 -1.399 0.1 -0.2 0.1
H -2.834 -4.836 -0.184 0.0 0.1 0.0
H -1.497 -3.881 -0.872 -0.1 -0.1 0.0
C -1.797 -2.990 1.722 0.5 0.0 0.0
H -2.039 -2.307 2.540 0.1 -0.1 -0.1
H -0.734 -2.893 1.485 -0.2 0.0 0.1
H -1.955 -4.009 2.094 -0.1 0.1 -0.1
Mn 0.456 0.302 0.006 -1.7 1.3 -1.4
C 1.463 0.973 1.697 -0.8 1.4 1.1
C 0.613 2.056 1.312 0.6 0.1 1.7
C -0.744 1.614 1.362 0.4 -0.5 0.6
H 0.944 3.071 1.112 -0.1 -0.5 -0.2
C -0.755 0.259 1.815 0.5 0.5 1.6
C 0.609 -0.157 2.018 -1.2 0.6 1.2
H 0.921 -1.110 2.441 -0.1 0.3 -0.3
H 2.544 1.040 1.820 -0.4 -0.1 -0.2
H -1.626 2.217 1.151 0.4 -0.2 -0.1
H -1.640 -0.296 2.107 0.3 0.0 -0.5
C 2.167 -0.014 -1.230 0.8 -1.5 -1.2
C 2.105 -0.949 -0.135 0.3 -0.5 -1.3
C 0.908 -1.738 -0.298 0.5 -0.9 -1.7
H 2.880 -1.099 0.611 -0.4 0.2 -0.1
C 0.244 -1.290 -1.483 0.9 -1.2 -0.1
C 1.051 -0.276 -2.084 1.0 -0.5 0.1
H 0.897 0.150 -3.073 -0.2 0.0 0.7
H 2.982 0.681 -1.435 -0.4 -0.1 0.2
H 0.640 -2.622 0.274 0.0 0.5 0.0
H -0.666 -1.716 -1.909 0.3 0.3 0.3
O -6.472 -2.626 -0.276 -2.3 -0.8 0.0
C -6.863 -3.913 0.320 0.4 0.2 0.2
C -8.366 -4.153 0.109 0.3 0.4 -0.5
H -6.634 -3.874 1.401 0.0 0.1 -0.4
H -6.247 -4.717 -0.123 -0.2 0.4 0.1
C -8.909 -2.783 -0.363 0.3 -0.1 0.4
H -8.836 -4.469 1.046 0.0 -0.1 -0.3
H -8.533 -4.908 -0.670 0.0 0.1 0.3
C -7.658 -1.993 -0.807 -0.1 -0.2 -0.4
H -9.414 -2.290 0.479 0.1 0.0 -0.4
H -9.609 -2.913 -1.196 0.1 0.2 0.3
H -7.701 -0.944 -0.476 0.2 -0.4 -0.1
H -7.576 -2.013 -1.907 0.0 0.1 0.3
O 2.536 5.135 0.424 -0.3 0.0 -0.2
S 1.714 5.252 -0.756 -0.3 -0.7 -0.8
O 1.195 6.547 -1.124 0.3 -0.6 0.2
N 0.525 4.097 -0.734 -0.3 0.4 -0.4
C 0.578 3.220 -1.727 -0.9 1.1 2.2
S -0.629 2.010 -1.696 -0.3 0.2 -1.1
C 1.749 3.386 -2.597 1.2 0.4 -0.4
C 2.247 2.602 -3.640 -0.2 0.1 0.1
C 3.532 2.848 -4.137 0.0 0.3 0.2
C 4.305 3.905 -3.623 -0.3 -0.2 0.0
C 3.790 4.730 -2.616 -0.2 -0.1 -0.2
C 2.520 4.460 -2.133 0.8 -0.1 -0.4
H 1.612 1.821 -4.058 0.3 0.1 0.1
H 3.940 2.211 -4.926 -0.2 0.3 0.2
H 5.307 4.085 -4.012 -0.3 -0.1 0.1
H 4.354 5.562 -2.198 0.0 -0.2 -0.2
```
Positions in Å, forces in eV/Å.

Properties
E_tot, eV: -90146.3334
Frontier orbital gap (spin up / spin down), eV: 6.27 / 7.17
Multiplicity: 5
Energy relative to the best compared isomer or geometry (same formula, charge and spin), kJ/mol: 0.0

Entry 3:
C26H32N2O6 in the gas phase, computed with ωB97M-V with the def2-TZVPD basis set.

Geometry as XYZ:
```
66
Properties=species:S:1:pos:R:3:forces:R:3
C 0.777 0.854 -5.891 0.0 -0.1 0.4
C 1.541 0.499 -4.623 0.1 -0.2 -0.4
O 0.723 0.642 -3.463 0.0 0.4 0.1
C -0.080 -0.384 -3.153 -0.2 -0.1 0.1
O -0.128 -1.410 -3.782 0.0 0.0 -0.2
C -0.912 -0.052 -1.941 0.0 -0.1 -0.2
C -1.667 -1.270 -1.395 -0.1 0.1 0.0
C -1.284 -1.578 0.035 -0.2 -0.1 -0.5
O -2.051 -1.390 0.966 -0.3 0.1 0.3
N -0.045 -2.084 0.231 0.3 -0.2 0.2
C 0.387 -2.437 1.570 0.1 0.2 0.5
C 1.173 -1.317 2.270 0.1 -0.4 -0.4
N 0.313 -0.222 2.682 0.2 -0.2 0.1
C 0.108 0.816 1.839 -0.1 0.4 0.5
O 0.667 0.875 0.757 0.1 0.1 -0.4
C -0.811 1.919 2.328 -0.1 0.0 -0.1
C -2.073 1.974 1.463 0.2 0.0 0.0
C -1.846 2.538 0.076 -0.3 -0.2 0.1
O -2.563 2.302 -0.865 -0.1 0.0 0.0
O -0.803 3.358 0.013 0.2 0.3 0.3
C -0.474 3.886 -1.273 0.0 0.2 -0.5
C 0.593 4.950 -1.090 -0.3 -0.4 0.2
C -0.332 -0.386 3.940 -0.2 0.0 0.3
C -1.673 -0.747 4.010 0.1 0.0 -0.1
C -2.268 -0.929 5.246 0.0 0.0 0.1
C -1.534 -0.759 6.408 -0.1 0.0 0.1
C -0.196 -0.407 6.336 0.1 0.0 0.1
C 0.407 -0.221 5.105 -0.1 0.0 -0.1
C 0.878 -2.357 -0.820 0.1 -0.1 -0.2
C 0.801 -3.570 -1.494 0.0 0.1 0.0
C 1.707 -3.862 -2.496 0.0 -0.1 0.0
C 2.704 -2.956 -2.815 0.1 0.0 -0.1
C 2.788 -1.753 -2.136 0.1 -0.1 0.0
C 1.875 -1.446 -1.142 0.0 0.0 0.1
H 0.376 1.862 -5.818 0.0 0.1 0.0
H -0.044 0.157 -6.033 0.0 0.0 -0.1
H 1.442 0.796 -6.748 0.1 0.0 -0.1
H 2.380 1.180 -4.465 -0.1 -0.1 0.0
H 1.901 -0.534 -4.675 0.0 0.2 0.0
H -1.618 0.728 -2.234 0.1 0.0 0.0
H -0.261 0.391 -1.184 0.0 0.1 -0.1
H -1.456 -2.129 -2.036 -0.1 0.1 0.0
H -2.741 -1.081 -1.402 0.1 -0.1 0.1
H 1.017 -3.328 1.505 -0.1 0.0 0.0
H -0.509 -2.663 2.157 0.2 -0.1 0.0
H 1.660 -1.727 3.158 0.0 0.1 -0.1
H 1.930 -0.917 1.592 0.0 -0.1 0.1
H -1.084 1.762 3.371 0.0 0.1 -0.1
H -0.272 2.863 2.235 0.0 -0.1 0.1
H -2.505 0.977 1.342 -0.1 0.1 0.0
H -2.823 2.606 1.945 0.0 0.0 0.0
H -1.381 4.297 -1.731 0.2 -0.1 0.0
H -0.108 3.066 -1.901 -0.1 0.1 0.1
H 0.220 5.756 -0.464 0.0 0.1 0.0
H 1.467 4.514 -0.615 0.1 0.0 0.0
H 0.877 5.353 -2.058 0.0 0.1 -0.1
H -2.228 -0.888 3.095 0.0 0.0 -0.1
H -3.309 -1.209 5.300 -0.1 0.0 0.0
H -2.002 -0.902 7.370 0.0 0.0 0.1
H 0.379 -0.273 7.240 0.0 0.0 0.1
H 1.449 0.059 5.041 0.1 0.0 0.0
H 0.021 -4.272 -1.236 -0.1 0.0 0.0
H 1.634 -4.797 -3.030 0.0 -0.1 0.0
H 3.411 -3.186 -3.598 0.1 0.0 -0.1
H 3.562 -1.042 -2.386 0.1 0.1 0.0
H 1.915 -0.495 -0.634 -0.1 0.1 0.1
```
Positions in Å, forces in eV/Å.

Properties
E_tot, eV: -42748.8241
Frontier orbital gap, eV: 9.66
Energy relative to the best compared isomer or geometry (same formula, charge and spin), kJ/mol: 0.6
Structure (SMILES): CCOC(=O)CCC(=O)N(CCN(C(=O)CCC(=O)OCC)c1ccccc1)c1ccccc1